Model one:
{"formula": "C22H28N2O4S", "method": "ωB97M-V/def2-TZVPD", "e_lumo_ev": 0.585, "homo_lumo_gap_ev": 9.37, "e_homo_ev": -8.79, "smiles": "COc1ccc(S(=O)(=O)N2CCC(C(=O)NCCCc3ccccc3)CC2)cc1", "species": ["C", "C", "H", "C", "C", "H", "C", "H", "O", "C", "H", "H", "O", "C", "C", "H", "H", "C", "H", "H", "H", "H", "H", "C", "H", "H", "H", "H", "H", "C", "H", "N", "C", "C", "C", "O", "H", "H", "H", "H", "H", "C", "H", "C", "C", "C", "H", "S", "N", "H", "C", "C", "C", "O", "H", "H", "C"], "positions_angstrom": [[-5.0990, 0.0677, 1.3663], [2.3237, 2.0460, 0.6104], [1.3324, 0.0305, -0.9314], [-0.4156, 0.7370, 0.1099], [-3.5993, 0.7208, -0.3715], [4.4713, -0.5873, 3.1334], [-4.7535, -1.3720, -0.5401], [-7.3356, -3.6383, 1.2956], [-1.9665, 1.4386, -2.2938], [1.4880, 2.1899, -0.6622], [-0.1664, 3.0767, 1.4402], [-4.9522, -2.2767, -1.0920], [2.1201, 2.6576, 1.6391], [1.7444, -2.5603, -1.1383], [2.4679, -2.4066, 0.0308], [-3.9892, 1.9064, 1.3493], [0.7553, -2.9927, -1.1056], [-4.2136, 0.9828, 0.8415], [-5.5971, 0.2412, 2.3067], [4.4491, -2.6101, 1.8640], [-7.0769, -2.9710, -0.3347], [5.5667, -1.4996, 1.0655], [1.7216, -2.2805, -3.2618], [-3.8645, -0.4444, -1.0590], [2.0426, -2.7252, 0.9717], [0.0209, 0.5931, 1.1041], [3.9858, -1.2999, -3.3237], [-1.0363, -0.1292, -0.1318], [2.9066, -0.6622, 2.3187], [-0.5867, 3.1278, 0.4330], [2.1878, 2.3505, -1.4915], [-1.2879, 1.8863, 0.1768], [2.2860, -2.1616, -2.3497], [-6.6135, -3.1556, 0.6392], [3.5550, -1.6098, -2.3830], [-6.2637, -1.9511, 1.2814], [-1.3316, 3.9222, 0.3852], [5.2728, -1.0357, -1.2464], [-5.7456, -3.8102, 0.5131], [0.0783, 3.5394, -1.5651], [1.0746, 4.2797, -0.2924], [4.2774, -1.4575, -1.2110], [0.2133, 0.9900, -1.9153], [3.9793, -0.5386, 2.1603], [4.5136, -1.6833, 1.2886], [0.6867, 0.9095, -0.9356], [3.4582, 0.6530, -0.3788], [-2.4532, 1.9246, -1.0270], [3.3527, 1.1790, 0.4748], [4.0528, 1.6097, 2.3367], [0.5277, 3.3816, -0.5821], [3.7431, -1.8529, 0.0102], [4.2342, 0.8515, 1.5706], [-3.0629, 3.2214, -1.0004], [-3.3728, -0.6116, -2.0047], [5.2726, 0.9295, 1.2325], [-5.3787, -1.1203, 0.6793]], "nbo_charge": [-0.257, 0.693, 0.220, -0.234, -0.374, 0.212, -0.278, 0.204, -0.958, -0.318, 0.232, 0.217, -0.646, -0.208, -0.178, 0.237, 0.215, -0.144, 0.230, 0.219, 0.180, 0.207, 0.219, -0.170, 0.205, 0.207, 0.217, 0.215, 0.206, -0.241, 0.224, -0.678, -0.227, -0.254, -0.205, -0.485, 0.235, 0.214, 0.177, 0.215, 0.226, -0.246, 0.241, -0.392, -0.428, -0.422, 0.408, 2.319, -0.632, 0.241, -0.413, -0.022, -0.232, -0.940, 0.241, 0.187, 0.316]}

***

Model two:
{"formula": "C22H28N2O4S", "method": "ωB97M-V/def2-TZVPD", "e_lumo_ev": 0.567, "homo_lumo_gap_ev": 8.23, "e_homo_ev": -7.66, "smiles": "CCNC(=S)N1CCc2cc(OC)c(OC)cc2[C@H]1COc1ccccc1OC", "species": ["C", "C", "O", "H", "H", "H", "N", "H", "H", "C", "H", "H", "H", "H", "C", "H", "S", "C", "H", "H", "H", "H", "C", "C", "H", "H", "H", "H", "C", "H", "O", "H", "C", "H", "C", "H", "C", "C", "O", "C", "C", "H", "H", "O", "H", "C", "C", "C", "C", "H", "C", "C", "H", "H", "N", "C", "C"], "positions_angstrom": [[3.2630, -0.3581, -0.2388], [-1.2120, 0.4553, 1.1284], [0.1504, -2.3096, -2.0908], [4.3895, -4.4701, -0.0171], [3.8395, -3.0485, -1.9842], [2.7374, 1.6836, 1.6391], [2.2606, 0.5337, -0.0415], [3.8089, -3.2085, 1.0729], [4.9301, -2.1852, -0.8757], [-2.5420, 4.6364, 3.0439], [-1.6332, 4.7947, 3.6342], [-3.6821, -0.8842, 1.2116], [-2.4789, 5.2173, 2.1176], [1.8179, 3.7904, 0.8274], [-2.9719, -0.4596, -1.5979], [-1.4080, -0.5924, 0.9618], [4.8060, -0.0205, 0.2788], [2.6003, 1.8147, 0.5574], [3.5597, 2.1322, 0.1401], [-0.4161, 4.1706, 1.7346], [-4.1348, -3.6003, -1.2254], [-0.1227, -4.0181, -3.2354], [0.5107, 0.4506, -1.7708], [-3.4445, -2.7882, -1.3927], [2.6714, -4.0559, 0.0161], [-4.9258, -1.2466, -1.2451], [0.7920, 1.4697, -2.0444], [2.0365, -1.7285, -1.1335], [-1.8287, 2.5921, 2.0673], [-2.8212, -1.2366, 2.7373], [-0.8712, 0.4042, -2.0315], [-1.7845, -4.0950, -1.6122], [-0.0580, 1.0228, 0.5968], [1.4684, 3.0998, -0.7567], [-1.1838, -2.0526, -1.8397], [-3.4051, 4.9688, 3.6183], [3.9275, -2.6024, -0.9888], [3.6806, -3.6540, 0.0895], [-2.7618, 3.2723, 2.7864], [0.8633, 0.2105, -0.2742], [-1.6191, -0.7159, -1.8102], [-4.5284, -0.7329, 2.7736], [-3.2792, 0.5740, -1.5958], [-3.2617, 0.7640, 2.4058], [1.5414, -3.5628, -2.8021], [-3.5756, -0.5988, 2.2638], [-2.1050, 1.2222, 1.8539], [0.5159, -3.6258, -2.4397], [-0.6592, 3.1339, 1.5635], [0.4798, -4.2995, -1.5771], [0.2241, 2.3573, 0.8237], [1.5322, 2.8738, 0.3105], [0.6945, -0.8487, -0.0406], [1.0681, -0.2435, -2.4071], [2.9921, -1.5060, -0.9007], [-2.1066, -3.0660, -1.6119], [-3.8832, -1.4778, -1.3990]], "nbo_charge": [0.320, -0.318, -0.533, 0.212, 0.183, 0.201, -0.432, 0.222, 0.249, -0.250, 0.175, 0.183, 0.175, 0.223, -0.247, 0.222, -0.306, -0.206, 0.241, 0.217, 0.217, 0.190, -0.065, -0.225, 0.190, 0.220, 0.195, 0.404, 0.254, 0.173, -0.511, 0.220, 0.037, 0.209, 0.202, 0.201, -0.226, -0.616, -0.480, -0.112, 0.326, 0.199, 0.232, -0.495, 0.201, -0.255, 0.326, -0.255, -0.282, 0.178, -0.041, -0.423, 0.210, 0.195, -0.623, -0.271, -0.229]}

***

If we sort the structures by their calculated energies, the order from most to least stable is model one, model two.

***

Model one:
{"formula": "C3H4ClNO2S", "method": "ωB97M-V/def2-TZVPD", "e_lumo_ev": [-2.227, -1.657], "homo_lumo_gap_ev": [8.63, 8.71], "e_homo_ev": [-10.86, -10.36], "species": ["O", "N", "O", "H", "S", "C", "C", "H", "Cl", "H", "C", "H"], "positions_angstrom": [[0.8260, 0.3641, 1.7616], [2.5209, -1.5846, -0.7186], [-0.7467, 1.9046, 0.5270], [-1.3053, -1.5546, 1.2358], [-0.0957, 0.6397, 0.6983], [0.7007, 0.2395, -0.9198], [-1.4865, -0.5704, 0.7402], [-1.7397, -0.6694, -0.3104], [-0.1552, 0.3219, -2.3596], [2.0136, 1.6875, -1.2016], [1.6956, -0.7736, -0.8062], [-2.2277, -0.0047, 1.3533]], "nbo_charge": [-0.890, -0.227, -0.912, 0.258, 2.148, -0.509, -0.865, 0.237, 0.130, 0.195, 0.170, 0.265]}

***

Model two:
{"formula": "C3H4ClNO2S", "method": "ωB97M-V/def2-TZVPD", "e_lumo_ev": [-1.304, -1.303], "homo_lumo_gap_ev": [8.56, 8.56], "e_homo_ev": [-9.86, -9.86], "species": ["H", "O", "O", "H", "C", "C", "Cl", "H", "H", "S", "N", "C"], "positions_angstrom": [[0.5516, 0.0563, 1.4917], [-1.6363, 0.4625, 1.2693], [-4.5287, 2.5158, -1.3288], [-1.8913, 1.6476, -1.8680], [-1.3779, 0.6988, 0.1214], [-2.2028, 1.5309, -0.7937], [0.3976, 0.6056, -1.9711], [0.3881, -1.5329, 0.7906], [1.6104, -0.6117, 0.1118], [-3.6751, 2.0132, -0.2055], [-0.2825, 0.0889, -0.4698], [0.6087, -0.5067, 0.4984]], "nbo_charge": [0.233, -0.581, -0.853, 0.269, 0.609, -0.634, 0.154, 0.215, 0.219, 1.241, -0.431, -0.442]}

***

If we sort the structures by their calculated energies, the order from most to least stable is model two, model one.

***

Model one:
{"formula": "C5H4N2", "method": "ωB97M-V/def2-TZVPD", "e_lumo_ev": -0.699, "homo_lumo_gap_ev": 8.94, "e_homo_ev": -9.64, "species": ["N", "C", "C", "C", "C", "H", "H", "N", "C", "H", "H"], "positions_angstrom": [[-1.7689, 0.6329, 0.1197], [-1.6528, -0.6642, -0.1334], [1.7897, 0.3046, 0.1076], [-0.3176, -1.1012, -0.0784], [0.3769, 0.0315, 0.2821], [-0.3219, 2.0171, 0.5274], [-2.5335, -1.2503, -0.3481], [-0.5173, 1.0436, 0.3412], [3.0421, 0.5159, 0.3511], [0.1032, -2.0708, -0.3103], [1.5407, 0.3414, -0.9885]], "nbo_charge": [-0.248, -0.049, -0.679, -0.331, 0.117, 0.417, 0.214, -0.322, 0.265, 0.241, 0.374]}

***

Model two:
{"formula": "C5H4N2", "method": "ωB97M-V/def2-TZVPD", "e_lumo_ev": -0.188, "homo_lumo_gap_ev": 9.38, "e_homo_ev": -9.56, "smiles": "C#C[C@H]1N[C@H]1C#N", "species": ["C", "H", "C", "H", "N", "H", "C", "N", "C", "H", "C"], "positions_angstrom": [[1.2582, -0.7003, -1.5172], [-1.4983, -2.0448, 2.3678], [0.5201, 0.5975, -1.0581], [-1.1211, 1.5244, 0.0780], [0.3200, -1.4107, -1.5298], [0.3233, 1.2007, -1.9357], [-1.1788, -1.2570, 1.7170], [0.9899, 1.2107, 0.1418], [-0.8074, -0.3954, 0.9668], [1.5920, 0.5624, 0.6392], [-0.3979, 0.7126, 0.1301]], "nbo_charge": [0.112, 0.243, -0.058, 0.233, -0.186, 0.232, -0.203, -0.538, -0.036, 0.370, -0.169]}

***

Model three:
{"formula": "C5H4N2", "method": "ωB97M-V/def2-TZVPD", "e_lumo_ev": 0.960, "homo_lumo_gap_ev": 9.97, "e_homo_ev": -9.01, "smiles": "C#Cc1cn[nH]c1", "species": ["H", "N", "H", "C", "N", "C", "C", "C", "H", "H", "C"], "positions_angstrom": [[0.0047, 2.1267, -0.9951], [-1.7413, 1.1091, -0.4972], [3.7449, -0.9723, 0.0406], [0.2366, 0.1640, 0.1015], [-1.9461, -0.0400, 0.1964], [1.6102, -0.2031, 0.0963], [-0.4370, 1.2599, -0.5216], [2.7391, -0.6196, 0.0521], [-2.6554, -0.6506, -0.1697], [-0.7763, -1.5448, 1.1352], [-0.7796, -0.6292, 0.5617]], "nbo_charge": [0.217, -0.249, 0.236, -0.244, -0.356, -0.022, -0.004, -0.214, 0.404, 0.226, 0.005]}

***

Model four:
{"formula": "C5H4N2", "method": "ωB97M-V/def2-TZVPD", "e_lumo_ev": 0.463, "homo_lumo_gap_ev": 9.98, "e_homo_ev": -9.51, "species": ["C", "H", "C", "C", "C", "N", "H", "H", "H", "C", "N"], "positions_angstrom": [[0.4870, 0.3882, -1.1085], [-1.6629, 2.1039, 2.7252], [-1.2171, 1.4923, 1.9692], [-0.0072, -1.3993, 0.0775], [-0.1329, -0.0175, 0.1020], [0.6381, -1.8280, -1.0264], [-0.3308, -2.1221, 0.8177], [1.6796, 0.0358, -1.2312], [0.4159, 1.3526, -1.6097], [-0.7322, 0.8018, 1.1074], [0.8624, -0.8076, -1.8232]], "nbo_charge": [-0.226, 0.241, -0.187, -0.002, -0.191, -0.242, 0.221, 0.387, 0.257, -0.036, -0.224]}

***

If we sort the structures by their calculated energies, the order from most to least stable is model three, model four, model one, model two.

***

Model one:
{"formula": "C2H4N4S2", "method": "ωB97M-V/def2-TZVPD", "e_lumo_ev": 0.402, "homo_lumo_gap_ev": 8.96, "e_homo_ev": -8.56, "smiles": "NNC1=NSC=NS1", "species": ["H", "H", "N", "S", "C", "N", "H", "H", "N", "S", "C", "N"], "positions_angstrom": [[-3.5193, -0.2136, 0.7973], [2.6634, -0.9868, -0.7446], [2.5258, -0.4690, 0.1236], [-1.7779, -1.3314, -0.4792], [0.2671, 0.2275, -0.3052], [-2.1609, 1.2363, 0.3431], [2.0481, -1.1195, 0.7583], [1.8160, 1.4255, 0.1833], [-0.1291, -0.9872, -0.2104], [-0.7624, 1.6521, -0.5574], [-2.5740, 0.0307, 0.2809], [1.6033, 0.5354, -0.1898]], "nbo_charge": [0.215, 0.354, -0.627, 0.450, 0.242, -0.562, 0.358, 0.390, -0.685, 0.405, -0.094, -0.446]}

***

Model two:
{"formula": "C2H4N4S2", "method": "ωB97M-V/def2-TZVPD", "e_lumo_ev": 0.348, "homo_lumo_gap_ev": 8.63, "e_homo_ev": -8.28, "smiles": "S=C1NNC(=S)NN1", "species": ["S", "S", "N", "H", "N", "H", "N", "N", "H", "C", "H", "C"], "positions_angstrom": [[-1.4147, -2.6405, 0.7837], [1.4096, 2.6412, -0.7885], [-1.3121, -0.1692, -0.1684], [2.3029, 0.2279, 0.3151], [-0.6725, 1.0303, -0.5249], [1.2454, -1.7545, 0.9487], [1.3116, 0.1689, 0.1706], [0.6702, -1.0283, 0.5270], [-1.2303, 1.7590, -0.9428], [0.6553, 1.2100, -0.3603], [-2.3065, -0.2344, -0.3272], [-0.6590, -1.2104, 0.3669]], "nbo_charge": [-0.240, -0.245, -0.440, 0.433, -0.444, 0.436, -0.439, -0.445, 0.435, 0.259, 0.434, 0.257]}

***

If we sort the structures by their calculated energies, the order from most to least stable is model two, model one.